[1]
Molecular formula: C24H32ClN3O4S
Method: DFT, ωB97M-V with the def2-TZVPD basis set

```
65
C24H32ClN3O4S (ωB97M-V with the def2-TZVPD basis set)
C -2.3227 -0.0137 2.7927
C -2.9229 1.1470 1.9899
C -3.0713 0.8631 0.4955
O -3.5873 1.7329 -0.1905
N -2.5795 -0.3060 -0.0616
C -2.6029 -0.6225 -1.4174
C -3.7441 -0.4524 -2.2083
C -3.7203 -0.7697 -3.5688
C -2.5438 -1.2487 -4.1619
C -2.5139 -1.5566 -5.6383
C -1.3974 -1.4286 -3.3644
O -0.2040 -1.8303 -3.9034
C 0.0570 -3.1778 -3.9819
C -0.8651 -4.2027 -3.6889
C -0.4965 -5.5481 -3.8146
C 0.7930 -5.8910 -4.2303
Cl 1.2526 -7.5675 -4.3880
C 1.7130 -4.8807 -4.5194
C 1.3429 -3.5372 -4.3968
C -1.4442 -1.1328 -1.9994
H -1.3120 -0.2468 2.4422
H -2.2628 0.2559 3.8518
H -2.9459 -0.9094 2.7014
H -3.9119 1.3818 2.3943
H -2.2903 2.0305 2.1120
H -1.9460 -0.8402 0.5221
H -4.6521 -0.0554 -1.7649
H -4.6156 -0.6219 -4.1653
H -3.4216 -1.2000 -6.1341
H -2.4343 -2.6361 -5.7968
H -1.6538 -1.0704 -6.1087
H -1.8733 -3.9657 -3.3652
H -1.2095 -6.3353 -3.5887
H 2.7158 -5.1441 -4.8417
H 2.0574 -2.7532 -4.6258
H -0.5467 -1.2734 -1.4073
C 0.6371 3.3773 6.5197
N 0.8054 3.2502 5.0731
C 1.2462 2.1476 4.4520
O 1.5694 1.1386 5.0675
C 1.3890 2.2297 2.9207
C 2.0236 0.9810 2.2733
C 1.8992 0.9810 0.7452
S 2.5211 -0.5338 -0.0307
C 2.3254 -0.0968 -1.7796
N 2.0197 3.4768 2.4474
C 3.1746 4.0447 2.8068
C 4.0782 3.4292 3.8587
O 3.5025 5.0962 2.2834
H 1.3917 2.7824 7.0398
H 0.7454 4.4208 6.8185
H -0.3518 3.0192 6.8109
H 0.6026 4.0574 4.5030
H 0.3614 2.2587 2.5582
H 3.0743 0.9019 2.5469
H 1.5121 0.0934 2.6492
H 2.4598 1.8269 0.3457
H 0.8498 1.1023 0.4731
H 2.9949 0.7265 -2.0301
H 1.2955 0.2017 -1.9770
H 2.5706 -0.9610 -2.3972
H 1.5414 3.9814 1.7172
H 5.0004 4.0071 3.9045
H 4.3234 2.4044 3.5969
H 3.5974 3.4622 4.8332
```

Its SMILES is CCC(=O)Nc1ccc(C)c(Oc2ccc(Cl)cc2)c1.CNC(=O)[C@H](CCSC)NC(C)=O.

List of Löwdin charges in e, atom by atom:
1 C -0.11
2 C -0.15
3 C -0.45
4 O 0.05
5 N 0.12
6 C -0.23
7 C 0.00
8 C -0.02
9 C -0.20
10 C -0.03
11 C -0.24
12 O 0.02
13 C -0.24
14 C 0.00
15 C -0.09
16 C -0.67
17 Cl 0.64
18 C -0.10
19 C 0.00
20 C 0.07
21 H 0.06
22 H 0.08
23 H 0.08
24 H 0.12
25 H 0.11
26 H 0.13
27 H 0.12
28 H 0.11
29 H 0.08
30 H 0.08
31 H 0.09
32 H 0.12
33 H 0.11
34 H 0.11
35 H 0.12
36 H 0.12
37 C -0.05
38 N 0.02
39 C -0.48
40 O 0.06
41 C -0.21
42 C -0.21
43 C -0.52
44 S 0.80
45 C -0.41
46 N 0.10
47 C -0.54
48 C 0.03
49 O 0.04
50 H 0.09
51 H 0.08
52 H 0.08
53 H 0.14
54 H 0.14
55 H 0.11
56 H 0.11
57 H 0.08
58 H 0.07
59 H 0.04
60 H 0.02
61 H 0.03
62 H 0.15
63 H 0.09
64 H 0.08
65 H 0.08

[2]
Molecular formula: C24H32N2O3S
Method: DFT, ωB97M-V with the def2-TZVPD basis set

```
62
C24H32N2O3S (ωB97M-V with the def2-TZVPD basis set)
O -0.5600 -0.7868 -1.4018
C -0.1411 -1.1878 -0.3325
C -0.7664 -2.4042 0.3371
C -2.1240 -2.7062 -0.2061
C -3.1479 -3.2989 0.4701
C -4.3037 -3.4721 -0.3210
C -4.1294 -3.0143 -1.5860
S -2.5669 -2.3401 -1.8337
N 0.8682 -0.5400 0.3123
C 1.5641 -1.1141 1.4530
C 2.7025 -1.9997 1.0516
C 4.0515 -1.8835 1.2194
C 4.6272 -3.0254 0.6094
C 3.5875 -3.7474 0.1158
O 2.4194 -3.1393 0.3818
C 1.4769 0.5871 -0.4398
C 0.3154 1.4718 -0.9634
O 0.3126 2.0019 -2.0496
N -0.6172 1.7320 -0.0163
C -1.8677 2.3870 -0.3504
C -2.9546 1.3645 -0.7039
C -3.4200 0.5824 0.5206
C -3.9025 1.5298 1.6142
C -2.7915 2.4982 2.0090
C -2.3163 3.2955 0.7959
C 2.3248 0.0277 -1.5944
C 3.0916 1.1060 -2.3563
C 3.9203 1.9698 -1.4143
C 3.0116 2.5835 -0.3559
C 2.3511 1.4723 0.4583
H -0.0878 -3.2466 0.1572
H -0.8599 -2.2714 1.4171
H -3.0803 -3.6053 1.4999
H -5.2134 -3.9160 0.0426
H -4.8380 -3.0097 -2.3902
H 1.9432 -0.3145 2.0891
H 0.8552 -1.6955 2.0457
H 4.5735 -1.0920 1.7175
H 5.6682 -3.2658 0.5484
H 3.5460 -4.6728 -0.4227
H -0.6270 1.1642 0.8159
H -1.6463 2.9899 -1.2374
H -2.5560 0.6811 -1.4552
H -3.8037 1.8945 -1.1391
H -2.6006 -0.0313 0.9031
H -4.2232 -0.0991 0.2333
H -4.2284 0.9597 2.4872
H -4.7601 2.0972 1.2462
H -1.9569 1.9397 2.4410
H -3.1527 3.1868 2.7762
H -3.1372 3.9186 0.4368
H -1.4928 3.9543 1.0792
H 1.6643 -0.4967 -2.2857
H 3.0333 -0.6922 -1.1746
H 3.7381 0.6226 -3.0916
H 2.3779 1.7341 -2.8867
H 4.4214 2.7576 -1.9788
H 4.6894 1.3621 -0.9282
H 2.2514 3.1953 -0.8418
H 3.5875 3.2238 0.3163
H 1.7478 1.9051 1.2607
H 3.1516 0.8728 0.8957
```

Its SMILES is O=C(Cc1cccs1)N(Cc1ccco1)C1(C(=O)NC2CCCCC2)CCCCC1. The value obtained for the energy above the lowest of the compared OMol25 structures with the same formula, charge and spin is 0.0 kJ/mol.

List of Löwdin charges in e, atom by atom:
1 O -0.01
2 C -0.43
3 C -0.09
4 C -0.51
5 C -0.15
6 C -0.20
7 C -0.41
8 S 1.09
9 N 0.03
10 C -0.06
11 C -0.27
12 C -0.03
13 C -0.05
14 C -0.11
15 O 0.04
16 C -0.30
17 C -0.44
18 O 0.09
19 N 0.12
20 C -0.30
21 C -0.13
22 C -0.19
23 C -0.20
24 C -0.20
25 C -0.15
26 C -0.09
27 C -0.18
28 C -0.19
29 C -0.17
30 C -0.12
31 H 0.13
32 H 0.12
33 H 0.11
34 H 0.10
35 H 0.06
36 H 0.13
37 H 0.12
38 H 0.11
39 H 0.10
40 H 0.12
41 H 0.13
42 H 0.15
43 H 0.09
44 H 0.12
45 H 0.10
46 H 0.11
47 H 0.11
48 H 0.11
49 H 0.10
50 H 0.11
51 H 0.12
52 H 0.11
53 H 0.13
54 H 0.12
55 H 0.11
56 H 0.10
57 H 0.11
58 H 0.11
59 H 0.12
60 H 0.11
61 H 0.12
62 H 0.10

[3]
Molecular formula: C24H32N2O4
Method: DFT, ωB97M-V with the def2-TZVPD basis set

```
62
C24H32N2O4 (ωB97M-V with the def2-TZVPD basis set)
C 2.6313 -3.4000 -0.2110
O 2.5237 -2.0059 -0.0237
C 1.3688 -1.3368 -0.2648
C 1.4873 0.0503 -0.1496
C 0.4036 0.8853 -0.3293
C 0.6131 2.3570 -0.1959
O 1.6542 2.9046 -0.5047
N -0.4628 3.0364 0.2770
C -0.3813 4.4325 0.6350
C -0.7194 4.6469 2.1222
N -2.0192 4.0242 2.4194
C -3.0955 4.3723 1.5073
C -2.4901 4.2215 3.7794
C -0.6361 6.1619 2.4557
C 0.2777 6.2742 3.6739
C 1.2706 5.1343 3.4724
C 0.4089 3.9840 2.9535
C -0.8409 0.3444 -0.6442
C -0.9820 -1.0263 -0.7694
O -2.1669 -1.6478 -1.0582
C -3.3141 -0.8571 -1.2406
C 0.1211 -1.8877 -0.5843
O -0.0433 -3.2485 -0.6692
C -0.6349 -3.7685 -1.8626
C 0.1934 -4.9421 -2.3133
C 0.1727 -6.1230 -1.5813
C 0.9677 -7.1916 -1.9527
C 1.7922 -7.0914 -3.0613
C 1.8204 -5.9176 -3.7939
C 1.0280 -4.8460 -3.4187
H 2.4717 -3.6844 -1.2543
H 3.6550 -3.6427 0.0740
H 1.9325 -3.9506 0.4207
H 2.4555 0.4651 0.0789
H -1.2054 2.5224 0.7251
H -1.0382 5.0272 -0.0086
H 0.6484 4.7483 0.4477
H -2.8767 4.0451 0.4947
H -3.9952 3.8531 1.8378
H -3.3163 5.4501 1.4879
H -3.2717 3.4868 3.9785
H -2.9143 5.2221 3.9462
H -1.6924 4.0662 4.4978
H -1.6209 6.5896 2.6390
H -0.1955 6.6959 1.6131
H 0.7638 7.2471 3.7354
H -0.2898 6.1181 4.5927
H 2.0051 5.4168 2.7170
H 1.8028 4.8732 4.3860
H 0.9888 3.2945 2.3423
H -0.0018 3.4073 3.7793
H -1.6810 0.9976 -0.8126
H -3.2030 -0.1719 -2.0875
H -4.1207 -1.5582 -1.4505
H -3.5579 -0.2864 -0.3387
H -0.6639 -3.0010 -2.6411
H -1.6611 -4.0821 -1.6367
H -0.4678 -6.1942 -0.7150
H 0.9445 -8.1057 -1.3779
H 2.4120 -7.9264 -3.3530
H 2.4633 -5.8337 -4.6579
H 1.0566 -3.9292 -3.9912
```

Its SMILES is COc1cc(C(=O)NCC2(N(C)C)CCCC2)cc(OC)c1OCc1ccccc1. The value obtained for the energy above the lowest of the compared OMol25 structures with the same formula, charge and spin is 288.5 kJ/mol.

List of Löwdin charges in e, atom by atom:
1 C -0.06
2 O -0.05
3 C -0.18
4 C 0.06
5 C -0.13
6 C -0.45
7 O 0.07
8 N 0.08
9 C -0.13
10 C -0.43
11 N -0.21
12 C -0.10
13 C -0.09
14 C -0.12
15 C -0.18
16 C -0.17
17 C -0.11
18 C 0.02
19 C -0.19
20 O -0.09
21 C -0.08
22 C -0.12
23 O -0.05
24 C -0.13
25 C -0.21
26 C -0.04
27 C -0.08
28 C -0.09
29 C -0.08
30 C -0.05
31 H 0.09
32 H 0.10
33 H 0.10
34 H 0.13
35 H 0.12
36 H 0.12
37 H 0.13
38 H 0.07
39 H 0.09
40 H 0.09
41 H 0.09
42 H 0.09
43 H 0.07
44 H 0.10
45 H 0.12
46 H 0.11
47 H 0.11
48 H 0.11
49 H 0.11
50 H 0.11
51 H 0.11
52 H 0.10
53 H 0.10
54 H 0.10
55 H 0.10
56 H 0.13
57 H 0.13
58 H 0.12
59 H 0.10
60 H 0.10
61 H 0.10
62 H 0.11

| no. | HOMO (Ha) |
| --- | --- |
| 1 | -0.321 |
| 2 | -0.313 |
| 3 | -0.306 |